The following is a quantum chemistry calculation of a structure of composition C49H35BrF3N10O4S2V in a non-equilibrium geometry, from OMol25.

Last column: Mulliken charge in e.
Cartesian coordinates (Å):
V 0.36343 -0.59822 -0.25271  0.705
N 4.42907 -0.57378 2.52192  0.127
C 3.60172 0.29998 1.93648  -0.459
N 3.02150 -0.27173 0.90533  0.208
C 3.54807 -1.52711 0.91869  0.226
N 4.40770 -1.75490 1.88504  -0.760
C 3.21502 -2.52798 -0.09911  0.289
C 3.85237 -3.76663 -0.11082  -0.559
N 3.61253 -4.66738 -1.05216  -0.617
C 2.75117 -4.31779 -2.00421  -0.785
C 2.10939 -3.09399 -1.98904  -0.523
N 2.32043 -2.19269 -1.03036  0.664
H 5.02052 -0.44864 3.32357  0.187
H 3.45433 1.31561 2.27813  0.577
H 4.56835 -4.01884 0.66177  0.503
H 2.56345 -5.03480 -2.79368  0.448
H 1.41822 -2.82786 -2.77845  0.672
F -3.72029 2.66094 1.32298  -0.233
C -3.95407 2.70314 -0.00140  0.682
F -2.95932 3.42843 -0.55796  -0.150
F -5.07834 3.41739 -0.17926  -0.316
C -4.09178 1.32113 -0.59298  0.164
C -5.31717 0.95935 -1.12146  -0.583
C -5.50156 -0.31570 -1.62245  -0.867
C -4.43751 -1.18978 -1.54780  -0.402
N -3.24403 -0.86304 -1.04408  -0.163
C -3.04115 0.37017 -0.58414  0.274
S -1.47515 0.82864 0.10909  -0.086
H -6.12579 1.67815 -1.13308  0.513
H -6.44821 -0.62543 -2.04604  0.440
H -4.53433 -2.21364 -1.90042  0.437
Br -0.28600 0.78005 13.22777  -0.161
C -0.22625 0.66001 11.34742  0.132
C -0.19907 1.82054 10.59287  -0.530
C -0.17465 1.72299 9.21168  -0.223
C -0.14822 0.48022 8.59588  0.165
C -0.17485 -0.67868 9.36630  -0.164
C -0.22103 -0.59102 10.74374  -0.638
N -0.14080 0.48828 7.17519  -0.172
N 0.12039 -0.60082 6.67896  -0.164
C 0.11478 -0.67616 5.26617  -0.147
C -0.15930 -1.92237 4.76850  -0.434
C -0.18622 -2.19931 3.39344  -1.102
C 0.13698 -1.21898 2.52151  -0.572
O 0.14241 -1.36346 1.17396  0.173
C 0.45495 0.08442 2.97517  0.016
N 0.73445 0.99457 2.00375  0.868
C 0.94889 2.23451 2.36663  -0.526
C 0.94840 2.65042 3.70983  -1.014
C 0.71832 1.73090 4.69538  -0.989
C 0.43153 0.38592 4.34965  1.198
H -0.20411 2.78546 11.08131  0.407
H -0.16190 2.61411 8.59587  0.395
H -0.17467 -1.64038 8.87311  0.409
H -0.25536 -1.48342 11.35323  0.404
H -0.39190 -2.70652 5.47905  0.514
H -0.45477 -3.17936 3.01707  0.660
H 1.14744 2.94712 1.56861  0.338
H 1.12330 3.69072 3.94931  0.493
H 0.72615 2.02044 5.73131  0.594
O 1.10337 0.62084 -1.33241  -0.512
S 1.77063 2.01630 -1.41246  0.644
C 2.88532 1.92633 -2.85378  -1.847
C 2.46544 1.33622 -4.16436  0.288
C 2.36609 2.12284 -5.30551  -0.285
C 2.01000 1.55310 -6.51685  -0.733
C 1.76060 0.18823 -6.59741  -0.551
C 1.89427 -0.60624 -5.46828  -0.582
C 2.24727 -0.03419 -4.25790  0.353
C 0.47615 3.24262 -1.82354  -1.016
C -0.14545 3.39738 -3.17587  0.361
C 0.23601 4.46400 -3.98511  -0.575
C -0.36555 4.65873 -5.21790  -0.663
C -1.33772 3.77113 -5.66056  -0.571
C -1.73382 2.71421 -4.84860  -0.674
C -1.15256 2.53861 -3.60238  0.387
H 3.69882 1.33323 -2.42999  0.635
H 3.21427 2.96570 -2.94073  0.661
H 2.58163 3.18521 -5.24990  0.348
H 1.92363 2.17574 -7.39785  0.432
H 1.47727 -0.25662 -7.54448  0.425
H 1.72488 -1.67533 -5.53281  0.462
H 2.36680 -0.65127 -3.37502  0.292
H 0.99436 4.16206 -1.53102  0.904
H -0.27460 2.99658 -1.06686  0.024
H 0.99174 5.16552 -3.64017  0.403
H -0.07560 5.50248 -5.83282  0.414
H -1.79855 3.91383 -6.63116  0.428
H -2.50562 2.02884 -5.18102  0.488
H -1.47270 1.73391 -2.95447  0.133
O -0.74457 -0.41030 -3.24954  -0.250
C -0.88684 -1.48725 -2.72675  -1.731
N -0.49259 -1.82336 -1.42619  3.189
C -0.85408 -3.16090 -1.14900  -0.532
O -0.61973 -3.75917 -0.13197  -0.669
C -1.51634 -3.69892 -2.37727  0.146
C -2.05927 -4.93849 -2.64184  -0.915
C -2.58225 -5.15110 -3.91405  -0.591
C -2.54864 -4.15317 -4.88579  -0.708
C -2.00307 -2.90089 -4.60611  -0.647
C -1.49917 -2.70368 -3.33901  1.044
H -2.08116 -5.71586 -1.88623  0.556
H -3.02688 -6.10851 -4.15552  0.459
H -2.95781 -4.35329 -5.86819  0.481
H -1.97146 -2.10832 -5.34537  0.553

Computed properties:
Frontier orbital gap (alpha / beta) = 6.8 / 7.1 eV
Spin multiplicity = 2
Net charge = +1
Energy = -7350.6611 a.u.
Highest occupied orbital energy (alpha / beta) = -10.3 / -10.4 eV

---

The following is a quantum chemistry calculation of a structure of composition C49H35Cl3NO7PSSc in a non-equilibrium geometry, from OMol25.

Last column: Mulliken charge in e.
Cartesian coordinates (Å):
Sc -0.91951 0.12016 -1.03052  0.372
Cl -7.24421 4.14314 0.61329  -0.269
C -5.74278 3.25317 0.48932  0.138
C -4.84238 3.26673 1.56601  -0.703
C -3.67118 2.55681 1.50663  -0.795
C -3.33103 1.79315 0.35831  -0.057
O -2.25387 1.09596 0.32610  0.378
C -4.23947 1.83536 -0.73017  1.227
C -3.91329 1.17097 -1.96772  -0.733
O -2.86256 0.60171 -2.22110  -0.241
C -5.44111 2.55458 -0.64480  -0.935
H -5.08201 3.85549 2.44297  0.435
H -2.96449 2.57106 2.32799  0.518
H -4.69173 1.20186 -2.74932  0.253
H -6.12086 2.55852 -1.49064  0.405
O -1.93525 -1.85889 -1.66367  -0.852
S -0.64809 -2.58743 -1.74493  1.831
O -0.44956 -3.36199 -2.93223  -0.779
O 0.39383 -1.57273 -1.46281  -0.302
C -0.64021 -3.71785 -0.37286  -0.007
C -0.32395 -5.04398 -0.63858  -0.676
C -0.29463 -5.95817 0.40062  -0.655
C -0.59709 -5.54536 1.69161  -0.821
C -0.93594 -4.22468 1.94262  -0.184
C -0.95611 -3.28001 0.91956  -0.636
P -1.47974 -1.51757 1.19291  2.061
C -0.70342 -1.08162 2.78554  0.236
C -1.27991 -0.05076 3.53071  -0.531
C -0.68460 0.39393 4.70006  -0.695
C 0.50551 -0.17876 5.13371  -0.680
C 1.10530 -1.17216 4.37780  -0.534
C 0.51163 -1.61208 3.20240  -0.511
C -3.22952 -1.85357 1.67358  0.601
C -3.65144 -2.13366 2.97146  -0.375
C -4.98884 -2.39603 3.23905  -0.699
C -5.92496 -2.37864 2.21418  -0.587
C -5.51631 -2.09584 0.91825  -0.766
C -4.18032 -1.83101 0.65023  -0.655
H -0.11490 -5.33498 -1.65922  0.594
H -0.04163 -6.99260 0.20378  0.400
H -0.57551 -6.25896 2.50727  0.437
H -1.19317 -3.91819 2.94966  0.412
H -2.20040 0.40455 3.18294  0.547
H -1.14210 1.19563 5.26760  0.422
H 0.97247 0.16490 6.04940  0.367
H 2.05706 -1.58881 4.68435  0.410
H 1.01847 -2.34923 2.59343  0.342
H -2.93619 -2.14163 3.78496  0.358
H -5.29954 -2.61134 4.25470  0.416
H -6.96826 -2.57979 2.42613  0.377
H -6.24082 -2.07328 0.11293  0.441
H -3.86515 -1.60981 -0.36171  0.371
Cl 3.76263 -1.40458 -4.04074  -0.275
C 3.76900 -2.01448 -2.40473  1.232
C 3.18782 -3.24457 -2.16516  -0.776
C 3.19643 -3.76305 -0.88016  -0.166
C 3.82589 -3.05462 0.12839  -0.758
C 4.43786 -1.83765 -0.13196  0.768
Cl 5.38530 -1.13763 1.14404  -0.255
C 4.38629 -1.24523 -1.40147  -0.890
N 4.96884 -0.03627 -1.71948  0.072
C 5.11974 1.07919 -0.85138  -0.579
C 6.38621 1.62801 -0.66222  -0.523
C 6.57680 2.68036 0.21683  -0.527
C 5.48321 3.17813 0.92493  -0.815
C 4.22341 2.65639 0.68240  -0.663
C 4.01620 1.62723 -0.23621  0.799
C 2.61924 1.23514 -0.59373  0.293
C 1.81418 0.63860 0.54476  0.148
O 2.34550 0.30061 1.58606  -0.594
O 0.54557 0.53830 0.30048  -0.140
H 2.70668 -3.77067 -2.97859  0.316
H 2.72500 -4.71633 -0.66920  0.350
H 3.88425 -3.45200 1.13245  0.387
H 5.17835 0.10511 -2.69217  0.283
H 7.22510 1.18480 -1.18593  0.446
H 7.56615 3.09677 0.36138  0.385
H 5.61370 3.97306 1.64950  0.402
H 3.35975 3.06099 1.19953  0.463
H 2.56889 0.53836 -1.43470  -0.123
H 2.08504 2.13073 -0.92046  0.271
C -0.00960 5.69982 -2.38373  -0.477
C -0.77058 4.93147 -1.47400  -1.177
C -0.75956 3.56716 -1.55708  -0.524
C -0.01891 2.87525 -2.55742  0.729
C -0.06300 1.44127 -2.64779  0.465
C 0.65171 0.88488 -3.68461  -0.339
C 1.42454 1.65158 -4.59231  -1.156
C 1.48632 3.00828 -4.47726  -0.906
C 0.74256 3.66177 -3.46167  1.111
C 0.73440 5.07557 -3.34371  -0.958
H -0.01376 6.78092 -2.31288  0.391
H -1.35880 5.42427 -0.70836  0.457
H -1.32359 2.98307 -0.84019  0.698
H 0.64697 -0.19325 -3.82595  0.404
H 1.98833 1.14958 -5.36986  0.376
H 2.10008 3.59989 -5.14966  0.341
H 1.33364 5.65750 -4.03774  0.364

Computed properties:
Frontier orbital gap = 7.5 eV
Net charge = -1
Energy = -5350.8669 a.u.
Highest occupied orbital energy = -5.2 eV